Entry 1:
{"formula": "C5H10O", "method": "wB97M-V/def2-TZVPD", "species": ["C", "C", "C", "C", "C", "H", "H", "H", "H", "H", "H", "H", "H", "O", "H", "H"], "positions_angstrom": [[-1.707442, -1.619322, 0.644229], [-0.479992, -0.754422, 0.791639], [0.542998, -0.104802, 1.018479], [1.741237, 0.687617, 1.287019], [1.921607, 1.904777, 0.320529], [-2.129792, -1.333152, -0.333691], [-2.500721, -1.540971, 1.406579], [-1.374242, -2.669391, 0.589839], [1.641337, 1.063817, 2.323328], [2.594957, -0.016752, 1.265499], [0.948537, 2.420547, 0.259469], [2.212797, 1.581767, -0.693121], [2.675557, 2.618847, 0.692389], [-1.854422, -1.100642, -3.260260], [-1.627442, -0.229772, -3.658179], [-2.604981, -0.908142, -2.653750]], "forces_ev_per_a": [[0.99, 0.42, -0.79], [1.41, 0.92, 1.29], [-2.82, -1.59, -0.84], [0.29, 0.30, 0.07], [-0.24, -0.38, 0.21], [-0.10, -0.41, 0.37], [0.68, 0.32, -0.12], [-0.27, 0.38, -0.04], [0.23, -0.14, -0.41], [-0.16, 0.57, 0.01], [0.46, -0.09, -0.07], [-0.17, 0.08, 0.44], [-0.27, -0.39, -0.09], [-0.56, 1.07, 0.22], [-0.26, -0.92, 0.47], [0.80, -0.15, -0.70]], "mulliken_charge": [-0.92, 0.57, -0.12, -0.58, -1.02, 0.09, 0.29, 0.26, 0.26, 0.27, 0.30, 0.28, 0.31, -0.65, 0.33, 0.32], "smiles": "CC#CCC.O", "de_lowest_ev": 2.043, "energy_ev": -7392.722, "gap_ev": 10.035, "lumo_energy_ev": 0.7772}

Entry 2:
{"formula": "C5H10O", "method": "wB97M-V/def2-TZVPD", "species": ["C", "C", "O", "C", "C", "C", "H", "H", "H", "H", "H", "H", "H", "H", "H", "H"], "positions_angstrom": [[-0.828786, -0.651006, 1.866052], [-0.748586, -0.795135, 0.359678], [-1.266792, -1.765091, -0.154274], [-0.104821, 0.281724, -0.534322], [0.472880, -0.371174, -1.796043], [0.923932, 1.215436, 0.103615], [0.118536, -0.370028, 2.331936], [-1.556061, 0.129962, 2.112949], [-1.178573, -1.597486, 2.288861], [-0.935333, 0.939273, -0.841667], [-0.213185, -1.114320, -2.207296], [1.419559, -0.878961, -1.571801], [0.680814, 0.385701, -2.558863], [1.871696, 0.714375, 0.339875], [0.551586, 1.719650, 1.001430], [1.138482, 1.995315, -0.633920]], "forces_ev_per_a": [[0.05, 0.10, 0.08], [-0.15, -0.30, -0.11], [0.21, 0.29, 0.06], [0.02, -0.05, -0.05], [0.02, -0.03, -0.08], [0.01, 0.09, 0.06], [-0.02, 0.03, -0.15], [0.08, 0.00, -0.02], [0.06, 0.21, -0.14], [-0.06, -0.31, 0.09], [0.07, 0.17, 0.05], [-0.16, 0.07, 0.03], [-0.04, -0.07, 0.11], [-0.24, 0.01, 0.00], [0.04, -0.14, -0.08], [0.13, -0.04, 0.16]], "mulliken_charge": [-1.24, 0.46, -0.58, 0.90, -1.38, -1.52, 0.35, 0.30, 0.35, 0.15, 0.34, 0.35, 0.38, 0.35, 0.37, 0.41], "smiles": "CC(=O)C(C)C", "de_lowest_ev": 0.124, "energy_ev": -7394.642, "gap_ev": 10.439, "lumo_energy_ev": 0.9222}

Entry 3:
{"formula": "C5H10O", "method": "wB97M-V/def2-TZVPD", "species": ["C", "C", "C", "C", "O", "C", "H", "H", "H", "H", "H", "H", "H", "H", "H", "H"], "positions_angstrom": [[1.928992, -0.055218, 0.033743], [0.516890, 0.514445, 0.150369], [-0.378687, 0.189277, -1.044211], [-1.663316, -0.413877, -0.495200], [-1.422006, -0.812921, 0.791620], [-0.297682, -0.108977, 1.290642], [2.422620, 0.339909, -0.860726], [2.543519, 0.197001, 0.908914], [1.896506, -1.148603, -0.053693], [0.585961, 1.597493, 0.307646], [-1.131298, 0.949695, -1.393209], [0.087851, -0.334956, -1.887511], [-2.117995, -1.196403, -1.103275], [-2.543127, 0.501985, -0.507217], [-0.683549, 0.654453, 1.970101], [0.246735, -0.854721, 1.874038]], "forces_ev_per_a": [[-0.01, -0.10, -0.13], [-0.39, 0.04, -0.12], [-1.98, 1.02, -1.39], [-2.55, 1.17, 0.01], [0.09, -0.85, 0.44], [-0.18, -0.10, 1.12], [0.00, -0.05, 0.16], [-0.20, -0.03, -0.21], [0.00, 0.16, 0.01], [-0.03, -0.20, -0.05], [2.90, 1.04, -0.93], [-0.11, 0.01, 0.42], [0.15, -0.21, 0.14], [1.84, -2.28, 0.36], [0.18, 0.14, 0.12], [0.28, 0.25, 0.04]], "mulliken_charge": [-1.64, 0.65, -0.58, -0.60, -0.38, -0.64, 0.38, 0.38, 0.39, 0.32, 0.20, 0.36, 0.31, 0.25, 0.28, 0.31], "smiles": "C[C@H]1CCOC1", "de_lowest_ev": 1.914, "energy_ev": -7392.852, "gap_ev": 10.409, "lumo_energy_ev": 1.0578}

Entry 4:
{"formula": "C5H10O", "method": "wB97M-V/def2-TZVPD", "species": ["C", "C", "C", "C", "C", "O", "H", "H", "H", "H", "H", "H", "H", "H", "H", "H"], "positions_angstrom": [[0.640770, -1.216713, 2.012462], [-1.268595, 0.773852, -0.000608], [0.021057, 1.387599, -0.452198], [0.315474, 0.544683, -1.713061], [-0.405353, -0.730385, -1.379371], [-1.363704, -0.424979, -0.513203], [-0.298036, -1.576589, 2.441009], [0.801673, -0.177059, 2.311721], [1.469013, -1.830969, 2.375233], [-1.861787, 0.958947, 0.883621], [-0.036541, 2.461403, -0.645683], [0.805226, 1.220893, 0.308807], [1.383445, 0.420040, -1.905436], [-0.138533, 1.021646, -2.601897], [0.589055, -1.283558, 0.920853], [-0.653165, -1.548811, -2.042249]], "forces_ev_per_a": [[0.01, -0.01, -0.02], [0.17, 1.06, 0.34], [0.09, 0.09, 0.11], [0.10, 0.04, -0.10], [0.44, 0.07, -0.55], [-0.83, -1.13, 0.11], [0.14, 0.05, -0.05], [-0.02, -0.17, -0.02], [-0.13, 0.10, -0.04], [0.11, 0.01, -0.10], [0.01, -0.16, 0.03], [-0.10, 0.03, -0.14], [-0.16, 0.01, 0.00], [0.06, -0.08, 0.13], [0.04, -0.01, 0.24], [0.09, 0.08, 0.06]], "mulliken_charge": [-0.90, -0.36, -0.31, -0.40, -0.47, -0.21, 0.24, 0.20, 0.34, 0.36, 0.32, 0.16, 0.28, 0.29, 0.14, 0.32], "de_lowest_ev": 3.476, "energy_ev": -7391.289, "gap_ev": [8.051, 8.262], "lumo_energy_ev": [0.9825, 1.0226]}

Entry 5:
{"formula": "C5H10O", "method": "wB97M-V/def2-TZVPD", "species": ["C", "C", "C", "C", "C", "O", "H", "H", "H", "H", "H", "H", "H", "H", "H", "H"], "positions_angstrom": [[0.560058, -1.530997, 0.159383], [0.341850, -0.107373, 0.177706], [1.542561, 0.685577, -0.292796], [-0.738455, 0.612742, 0.944263], [-1.226771, 0.602310, -0.519780], [-2.192720, -0.304569, -0.860068], [-0.213733, -2.259623, 0.108516], [1.124798, -1.791681, 1.047785], [1.207732, -1.795876, -0.609719], [1.358368, 1.794188, -0.237993], [1.810095, 0.360005, -1.307174], [2.366986, 0.554241, 0.385132], [-0.536318, 1.632764, 1.423186], [-1.393084, -0.021230, 1.480639], [-0.957082, 1.428022, -1.223555], [-3.054281, 0.141496, -0.675532]], "forces_ev_per_a": [[0.29, -1.26, 1.54], [-3.33, 3.48, -1.83], [-0.94, 1.14, 0.05], [0.37, 1.78, -1.10], [4.45, -0.29, 1.49], [-1.42, 0.43, -0.11], [-1.32, 0.02, 0.04], [0.22, -0.20, 0.55], [1.21, -0.33, -1.70], [-0.02, -1.00, -0.44], [0.17, 0.33, 0.29], [0.64, -0.41, 0.27], [-0.16, -1.63, -0.54], [-0.46, -0.49, 0.99], [-0.46, -0.81, 0.69], [0.77, -0.75, -0.19]], "mulliken_charge": [-1.65, 1.11, -1.46, -0.70, -0.31, -0.50, 0.40, 0.34, 0.42, 0.35, 0.33, 0.40, 0.24, 0.35, 0.35, 0.34], "smiles": "CC1(C)C[C@@H]1O", "de_lowest_ev": 2.491, "energy_ev": -7392.275, "gap_ev": 8.795, "lumo_energy_ev": 0.9598}

Entry 6:
{"formula": "C5H10O", "method": "wB97M-V/def2-TZVPD", "species": ["C", "C", "C", "C", "C", "H", "H", "H", "H", "H", "H", "H", "H", "O", "H", "H"], "positions_angstrom": [[-0.701095, -0.292484, -1.131094], [0.501737, -0.096792, -0.214399], [1.726209, -0.879057, -0.661778], [0.698735, 1.189364, 0.539958], [0.323708, 0.173486, 1.254116], [-1.031907, -1.339920, -1.124715], [-1.548562, 0.336750, -0.839115], [-0.445988, -0.045993, -2.169301], [2.534852, -0.770220, 0.067662], [2.089402, -0.521737, -1.633401], [1.495151, -1.946616, -0.763571], [1.013889, 2.222086, 0.492056], [0.093013, -0.246109, 2.222987], [-2.546240, 0.904260, 1.533793], [-1.687201, 1.281078, 1.302802], [-2.515701, 0.031908, 1.124000]], "forces_ev_per_a": [[-0.01, 0.00, 0.01], [0.03, -0.11, -0.16], [0.06, -0.01, 0.00], [-0.03, -0.11, 0.14], [0.15, 0.17, -0.04], [0.06, 0.14, 0.02], [0.17, -0.08, -0.07], [-0.01, -0.01, 0.15], [-0.09, -0.03, -0.13], [-0.06, -0.07, 0.10], [0.03, 0.13, 0.00], [-0.06, -0.15, 0.01], [0.03, 0.10, -0.14], [-0.04, -0.04, -0.06], [-0.11, 0.00, 0.09], [-0.11, 0.07, 0.08]], "mulliken_charge": [-1.39, 1.60, -1.44, -0.48, -1.09, 0.31, 0.32, 0.38, 0.35, 0.35, 0.35, 0.36, 0.35, -0.66, 0.37, 0.33], "smiles": "CC1(C)C=C1.O", "de_lowest_ev": 2.669, "energy_ev": -7392.096, "gap_ev": 10.727, "lumo_energy_ev": 0.9403}

Entry 7:
{"formula": "C5H10O", "method": "wB97M-V/def2-TZVPD", "species": ["C", "C", "C", "C", "C", "O", "H", "H", "H", "H", "H", "H", "H", "H", "H", "H"], "positions_angstrom": [[-1.515196, -1.666937, 0.390927], [-0.620629, -1.292385, -0.517062], [-0.529003, 0.102131, -1.082989], [0.759876, 0.767261, -0.681263], [0.850942, 1.820358, 0.132806], [1.827350, 0.129655, -1.239982], [-2.260717, -0.972679, 0.775027], [-1.534627, -2.675792, 0.793945], [0.126749, -1.999855, -0.873421], [-0.565966, 0.060919, -2.180216], [-1.372548, 0.707609, -0.737238], [-0.042043, 2.271632, 0.548874], [1.807178, 2.254940, 0.415167], [2.639568, 0.542094, -0.916990], [0.153657, -0.152544, 2.930243], [0.275406, 0.103592, 2.242173]], "forces_ev_per_a": [[0.08, 0.04, -0.12], [-0.11, -0.10, 0.14], [-0.07, 0.05, 0.01], [-0.22, 0.25, 0.18], [-0.01, -0.09, -0.11], [0.21, 0.09, 0.08], [0.11, -0.08, -0.08], [0.03, 0.13, -0.09], [-0.12, 0.07, 0.06], [0.01, 0.01, 0.15], [0.14, -0.09, -0.04], [0.10, -0.09, -0.09], [-0.10, -0.09, -0.08], [-0.09, -0.08, -0.08], [0.01, 0.02, 0.00], [0.00, -0.03, 0.08]], "mulliken_charge": [-0.79, -0.03, -0.62, 0.78, -1.10, -0.49, 0.25, 0.25, 0.30, 0.26, 0.33, 0.29, 0.23, 0.31, 0.21, -0.20], "smiles": "C=CCC(=C)O.[H][H]", "de_lowest_ev": 2.217, "energy_ev": -7392.548, "gap_ev": 9.908, "lumo_energy_ev": 0.9226}